(1)
ORCA calculation (wB97M-V/def2-TZVPD) on a structure of composition C28H42Br45Cl2INO2P.

Each line ends with the Mulliken charge.
Positions of all 122 atoms, in Å:
C 1.30078 4.61895 2.12391  -1.026
C 1.89282 3.45790 2.90451  -0.227
C 0.83084 2.48052 3.40038  -1.528
C 0.97492 1.05753 2.85044  0.007
C 0.45514 1.00198 1.41530  -1.300
C 0.18080 -0.29872 0.63192  2.789
N -1.24552 -0.63697 0.90247  -0.038
C -1.66749 -1.07875 2.26153  0.786
C -2.89705 -0.30834 2.68640  -1.319
C 1.06286 -1.58237 0.82733  0.389
Cl 2.31551 -1.86228 -0.44350  0.249
C 1.75520 -1.82459 2.14416  0.143
C 3.17145 -1.25470 2.27084  -1.529
C 0.17360 0.08862 -0.88693  -1.980
O 1.44630 0.63801 -1.20579  -0.026
C 1.62999 1.94672 -1.62661  0.190
I 3.72653 2.10777 -2.05113  -0.113
P -1.50423 0.78027 -1.42361  -0.089
O -1.15616 1.08266 -3.00270  0.070
Cl -1.59536 2.77781 -0.78779  -0.123
H 2.05285 5.07609 1.49510  0.271
H 0.50049 4.26691 1.48590  0.052
H 0.93020 5.38730 2.79398  0.418
H 2.48546 3.84197 3.72519  0.497
H 2.57399 2.93597 2.24018  0.072
H 0.82830 2.42603 4.48283  0.551
H -0.14056 2.85430 3.09360  0.513
H 0.45601 0.39676 3.53479  0.326
H 2.02800 0.82828 2.89860  0.146
H -0.50045 1.50689 1.43038  0.527
H 1.09764 1.64917 0.83605  -0.356
H -1.49637 -1.38308 0.26001  0.433
H -1.93938 -2.13272 2.22886  -0.396
H -0.89825 -0.98315 3.01161  -0.226
H -3.63404 -0.36297 1.89460  0.368
H -3.33340 -0.74818 3.57104  0.203
H -2.65057 0.72645 2.89022  0.237
H 0.40802 -2.41956 0.64202  -0.416
H 1.84075 -2.89926 2.25096  0.391
H 1.17095 -1.47171 2.97690  -0.288
H 3.26626 -0.32522 1.72788  0.410
H 3.91441 -1.95998 1.92906  0.106
H 3.36306 -1.01802 3.30580  0.468
H 0.09989 -0.84153 -1.45524  0.575
H 1.15191 2.19307 -2.56214  0.192
H 1.45014 2.67416 -0.85007  -0.196
H -1.01514 2.02946 -3.14324  -0.072
C 6.64431 5.24360 2.00023  -0.337
Br 5.98508 3.50077 1.53177  0.018
Br 6.86154 6.36583 0.45519  -0.015
Br 5.56270 6.08748 3.34463  -0.026
H 7.62813 5.10778 2.42159  0.334
C 1.00836 -4.77854 -2.97255  0.381
Br 0.98494 -6.59500 -3.59976  -0.044
Br 0.55977 -3.53039 -4.35733  0.076
Br -0.13728 -4.56322 -1.44614  0.045
H 2.01642 -4.55760 -2.64990  -0.405
C -3.79161 6.42834 -0.65017  -0.187
Br -3.45642 8.05344 -1.61447  -0.019
Br -2.36664 6.03426 0.57680  0.067
Br -5.49585 6.45987 0.23572  -0.035
H -3.81912 5.62782 -1.37475  0.204
C -0.98755 0.11556 -6.92657  0.055
Br -1.73043 1.79958 -7.48011  -0.008
Br -1.88684 -1.36513 -7.75967  -0.042
Br 0.90484 0.06509 -7.24515  -0.007
H -1.13631 0.02369 -5.86077  -0.029
C -5.06322 4.13545 -6.35264  -0.347
Br -5.00193 3.70078 -4.47999  0.008
Br -6.62082 5.17044 -6.78906  -0.033
Br -3.44499 5.00312 -6.91516  -0.014
H -5.13211 3.20349 -6.89309  0.336
C -1.89487 -7.52952 -6.70519  -0.387
Br -1.96515 -5.73193 -6.03996  0.039
Br -0.22747 -7.87700 -7.59656  -0.013
Br -2.21972 -8.80535 -5.30429  -0.022
H -2.68134 -7.64281 -7.43473  0.354
C -2.24181 -5.74668 2.58299  -0.437
Br -3.77671 -5.43108 3.70577  -0.013
Br -2.19077 -7.53653 1.90850  0.026
Br -2.15522 -4.46567 1.13521  -0.013
H -1.36701 -5.60301 3.19946  0.406
C 4.67640 -5.62144 0.22609  -0.351
Br 3.26297 -5.71368 1.52571  -0.023
Br 4.10504 -6.26521 -1.48608  -0.009
Br 5.38178 -3.84675 0.05796  -0.059
H 5.47480 -6.26238 0.56660  0.401
C -4.83154 -10.85690 1.30565  -0.300
Br -5.36513 -9.13755 0.64064  -0.004
Br -5.83886 -12.27331 0.49004  -0.038
Br -2.93778 -11.14372 1.10932  -0.048
H -5.04759 -10.87558 2.36249  0.367
C -4.21905 -2.48724 6.41284  -0.079
Br -5.30839 -0.90515 6.41190  -0.020
Br -2.34686 -2.05855 6.44345  0.105
Br -4.68905 -3.67709 7.84479  -0.051
H -4.40971 -3.00922 5.48682  0.025
C 1.24777 4.88313 -6.02978  -0.061
Br 2.63461 3.88193 -6.89272  -0.013
Br -0.01086 5.62412 -7.27751  -0.058
Br 0.30940 3.85027 -4.70809  0.255
H 1.71311 5.70478 -5.50569  0.011
C 4.95541 -3.90162 -4.11589  0.442
Br 4.43046 -2.09991 -4.52220  0.017
Br 4.04714 -5.18256 -5.23009  -0.008
Br 6.86193 -4.12365 -4.19447  -0.046
H 4.65941 -4.09814 -3.09577  -0.488
C 1.45580 7.00374 -1.45115  -0.422
Br 1.73742 7.58489 -3.26579  -0.077
Br 0.55117 8.35627 -0.42962  -0.054
Br 0.54572 5.31963 -1.36395  0.163
H 2.42908 6.86066 -1.00703  0.436
C -2.90915 9.10457 3.15184  0.428
Br -2.57162 10.73338 2.19153  -0.017
Br -1.47794 8.69718 4.36890  -0.012
Br -4.60690 9.14848 4.04711  -0.029
H -2.95102 8.30988 2.42407  -0.408
C 1.67434 -3.41420 7.89265  -0.390
Br 1.44761 -5.27221 7.46226  -0.011
Br 1.26498 -2.29757 6.38124  0.025
Br 0.64173 -2.91136 9.42980  -0.018
H 2.71518 -3.26044 8.13187  0.369

DFT total energy = -3229644.3284 eV
HOMO-LUMO gap = 8.3542 eV
Multiplicity = 1



(2)
ORCA calculation (wB97M-V/def2-TZVPD) on a structure of composition C28H42BrN3P2Pd.

Each line ends with the Mulliken charge.
Positions of all 77 atoms, in Å:
C -0.41296 6.38547 -6.20925  -0.278
C -0.60456 5.10045 -6.78741  0.522
C -0.94661 5.06158 -8.15411  -0.350
C -1.19915 6.26269 -8.82983  -0.400
N -1.09615 7.45946 -8.24760  0.095
C -0.68270 7.51932 -6.97939  -0.400
C -0.49725 3.90499 -6.01420  0.167
C -0.63545 3.38644 -4.87021  -0.402
C -1.25396 2.81080 -3.70062  1.086
C -0.25670 2.31776 -2.80695  -0.560
C -0.68797 1.63078 -1.62013  -0.007
C -2.04725 1.50110 -1.37335  0.045
C -3.01460 2.13161 -2.21143  -0.538
C -2.63841 2.73725 -3.38717  -0.944
Pd -0.12659 1.47931 -4.68473  0.303
P 2.26854 -0.86832 -1.44508  0.761
H -1.05839 4.11108 -8.66516  0.473
H -0.08777 6.49420 -5.17479  0.454
H -1.50518 6.24694 -9.87667  0.428
H -0.57035 8.51628 -6.54688  0.433
H -3.38278 3.07560 -4.10626  0.573
H 0.81402 2.58412 -2.91647  0.470
H -4.05342 2.03770 -1.91475  0.570
H 0.08004 1.23096 -0.94857  0.413
C 2.33826 -2.48370 -0.49037  -0.640
C 3.15272 -3.64646 -1.04166  -1.382
H 1.27602 -2.76358 -0.40874  0.498
H 2.66747 -2.21567 0.52375  0.417
H 3.16911 -4.43992 -0.28573  0.429
H 2.69707 -4.07350 -1.94141  0.273
H 4.19552 -3.38074 -1.24691  0.306
C 2.68364 -1.31185 -3.23171  0.228
C 3.50475 -0.28765 -4.03475  -1.435
H 1.69248 -1.37856 -3.71950  -0.492
H 3.13963 -2.31896 -3.27231  0.489
H 3.38466 -0.52826 -5.10735  0.434
H 3.12284 0.73635 -3.85835  0.263
H 4.58266 -0.34029 -3.79554  0.323
C 3.80206 0.02860 -0.94149  -0.447
C 5.06166 -0.82401 -0.95700  -1.397
H 3.58946 0.42551 0.06164  0.563
H 3.88788 0.89627 -1.61492  0.497
H 5.92550 -0.17150 -0.79332  0.414
H 5.05364 -1.57006 -0.15475  0.343
H 5.21215 -1.32621 -1.92037  0.317
Br -2.55094 0.32514 -0.09743  0.114
P -1.24513 -1.42870 -3.06904  1.542
C -0.20849 -2.84880 -3.77518  -0.619
C -0.65468 -4.31137 -3.94349  -1.446
H 0.63060 -2.84826 -3.05350  0.014
H 0.20224 -2.46904 -4.72076  0.629
H 0.23397 -4.89258 -4.25567  0.448
H -1.03194 -4.77507 -3.01932  0.331
H -1.41473 -4.42789 -4.72781  0.321
C -2.26522 -2.51109 -1.93445  -0.556
C -3.66116 -3.01998 -2.29003  -1.249
H -2.32440 -1.90493 -1.01834  0.094
H -1.64283 -3.37925 -1.69610  0.477
H -4.19899 -3.25653 -1.35777  0.424
H -4.28266 -2.31240 -2.84627  0.262
H -3.61429 -3.95196 -2.87089  0.313
C -2.52843 -0.85782 -4.24423  0.143
C -2.67478 -1.57719 -5.57776  -1.319
H -2.34537 0.22271 -4.40724  -0.315
H -3.47365 -0.85610 -3.69049  0.452
H -3.09596 -0.87359 -6.31621  0.430
H -1.70932 -1.95456 -5.92754  0.284
H -3.36414 -2.42139 -5.45801  0.314
N 1.07629 2.31018 2.88268  -0.042
C 1.76563 1.15178 3.22398  -0.517
C 1.65981 0.32639 2.11674  -0.319
N 1.00677 1.00155 1.10535  0.050
C 0.62995 2.17462 1.59266  -0.509
H 0.91386 3.12832 3.47007  0.243
H 2.20718 0.96645 4.18586  0.429
H 2.06175 -0.66335 1.96374  0.294
H 0.03123 2.94952 1.10534  0.373

DFT total energy = -126238.2924 eV
HOMO-LUMO gap (spin up / spin down) = 5.6590 / 2.9533 eV
⟨S²⟩ = 6.068
Multiplicity = 5
Energy above the lowest of the compared OMol25 structures with the same formula, charge and spin = 202.3 kJ/mol
Total charge = +4



(3)
ORCA calculation (wB97M-V/def2-TZVPD) on a structure of composition C28H42ClN3O3PRu.

Each line ends with the Mulliken charge.
Positions of all 79 atoms, in Å:
Ru -2.22387 0.24233 1.03928  0.075
C -3.76226 2.28534 1.43493  -0.462
C -2.42974 2.64120 1.75581  -0.653
C -2.05378 1.91344 2.90877  -0.700
C -3.15618 1.11464 3.30040  -0.513
C -4.21096 1.35374 2.39687  -0.456
H -4.35555 2.70646 0.63762  0.449
H -1.83845 3.39455 1.25931  0.424
H -1.14177 2.03365 3.47260  0.520
H -3.20153 0.48538 4.17471  0.451
H -5.20295 0.93688 2.46536  0.526
Cl -3.28494 -0.36557 -1.38255  -0.140
C -4.08462 -0.84170 0.13148  -0.760
H -4.08381 -1.92207 0.21694  0.318
H -5.07885 -0.41206 0.15523  0.444
C 1.60241 -7.18509 1.58903  -1.518
C 1.01810 -5.79768 1.64212  0.643
C 1.49266 -4.84792 2.53601  -0.945
C 0.95534 -3.56754 2.58929  1.180
C 1.47471 -2.53056 3.54902  -1.379
C -0.09005 -3.24486 1.72809  0.782
C -0.59464 -4.18340 0.82371  0.802
C -1.74846 -3.83324 -0.07674  -1.131
C -0.02569 -5.44905 0.79217  -1.039
C -0.69948 -1.86883 1.75231  0.373
O -0.13349 -0.92750 1.13255  -0.408
O -1.79274 -1.70264 2.35306  -0.841
H 2.59202 -7.21686 2.04301  0.368
H 1.67989 -7.52802 0.55709  0.376
H 0.96129 -7.89091 2.12209  0.286
H 2.29833 -5.11337 3.21317  0.340
H 2.23916 -2.94575 4.20411  0.406
H 0.65838 -2.13829 4.15847  0.323
H 1.90494 -1.68905 3.00194  0.144
H -1.65191 -2.82014 -0.47038  -0.138
H -2.67628 -3.87885 0.49735  0.309
H -1.82341 -4.52143 -0.91778  0.360
H -0.40689 -6.18529 0.09143  0.385
O -0.93230 1.40225 -0.57864  0.660
P 0.39196 1.84124 -1.08358  -1.013
N 0.32756 2.95143 -2.34027  0.348
C -0.62160 2.54045 -3.39566  -0.334
C -1.83366 3.43493 -3.16667  -0.380
C -1.16442 4.77420 -2.85250  -0.706
C 0.07364 4.37841 -2.02852  -0.590
N 1.25092 0.54809 -1.65250  0.605
C 2.47544 0.72316 -2.44555  -0.540
C 2.45782 -0.42278 -3.47837  -0.765
C 1.02286 -0.96320 -3.42728  -0.705
C 0.64794 -0.75162 -1.96559  -0.067
N 1.26825 2.62057 0.09517  0.405
C 1.46682 1.78074 1.30507  -0.012
C 2.71992 2.35617 1.95460  -0.652
C 3.54811 2.80255 0.74764  -0.716
C 2.48768 3.40416 -0.17101  -0.426
H -0.85180 1.47662 -3.32245  0.037
H -0.18044 2.73618 -4.37886  0.380
H -2.38411 3.06452 -2.29907  -0.012
H -2.50476 3.47728 -4.02376  0.494
H -1.80904 5.46384 -2.30992  0.371
H -0.85639 5.25684 -3.78187  0.327
H -0.10581 4.50424 -0.95999  0.309
H 0.94345 4.97904 -2.30356  0.359
H 3.36227 0.65929 -1.80698  0.073
H 2.47296 1.70345 -2.92551  0.486
H 3.15709 -1.20506 -3.18079  0.366
H 2.74111 -0.07464 -4.47054  0.367
H 0.95130 -2.00696 -3.73075  0.472
H 0.37202 -0.36665 -4.07119  0.258
H 1.08731 -1.52880 -1.33383  0.275
H -0.42228 -0.73291 -1.77095  -0.350
H 1.61398 0.73030 1.03137  0.235
H 0.58828 1.83049 1.94535  -0.745
H 3.23105 1.62216 2.57530  0.406
H 2.46365 3.21855 2.57403  0.318
H 4.00798 1.93159 0.27466  0.143
H 4.32931 3.51811 1.00003  0.453
H 2.76966 3.37121 -1.22434  0.271
H 2.31139 4.45061 0.09944  0.398

DFT total energy = -64723.8158 eV
HOMO-LUMO gap (spin up / spin down) = 7.5982 / 8.1612 eV
⟨S²⟩ = 8.762
Multiplicity = 6
Energy above the lowest of the compared OMol25 structures with the same formula, charge and spin = 0.0 kJ/mol